{"formula": "C3H3F3O", "method": "ωB97M-V/def2-TZVPD", "species": ["O", "C", "F", "C", "C", "F", "F", "H", "H", "H"], "positions_angstrom": [[0.2475, 0.9640, 1.5891], [0.7115, 0.8984, 0.3093], [0.6373, 2.1056, -0.2823], [0.4483, -0.3021, -0.5771], [1.8177, -0.1861, -0.0016], [2.2960, -0.9319, 1.0308], [2.8209, 0.1552, -0.7379], [-0.6740, 0.8416, 1.7377], [-0.2083, -1.0032, -0.3759], [0.3282, -0.1529, -1.5883]], "atomic_forces_ev_per_a": [[1.80, -0.09, 0.38], [-0.16, -1.81, 0.28], [0.61, 0.29, -0.47], [2.49, 2.25, 0.55], [-1.71, 1.71, 2.33], [-0.86, 0.02, -0.55], [1.52, 0.39, -1.73], [-1.20, -0.16, -0.49], [-2.92, -3.55, 2.02], [0.45, 0.95, -2.32]], "nbo_charge": [-0.6904, 0.5338, -0.3213, -0.5492, 0.6740, -0.3135, -0.2936, 0.4868, 0.2285, 0.2449], "energy_ev": -13357.4538, "smiles": "O[C@]1(F)CC1(F)F", "largest_force_ev_per_a": 5.02, "spin_multiplicity": 1, "relative_energy_kcal_mol": 46.0, "gap_ha": 0.40347}


{"formula": "C3H3F3O", "method": "ωB97M-V/def2-TZVPD", "species": ["C", "C", "C", "O", "F", "F", "F", "H", "H", "H"], "positions_angstrom": [[-2.1379, -1.6931, 0.1867], [1.9482, 0.4043, -0.7178], [0.9430, 1.1830, -0.4484], [-2.1600, -1.7550, 1.4265], [-1.9554, -0.4017, -0.1796], [0.1168, 0.8068, 0.5422], [0.5696, 2.3185, -0.8669], [2.6375, 0.5878, -1.4676], [-2.0543, -0.9068, 1.8301], [2.0926, -0.5438, -0.3051]], "atomic_forces_ev_per_a": [[0.35, 2.17, -4.33], [0.17, 0.31, -0.80], [-0.41, -2.23, 2.40], [-0.47, -3.06, 5.67], [-0.24, -0.17, -1.88], [-0.07, 0.32, 0.04], [-0.15, 1.88, -1.20], [1.04, 0.90, -1.41], [0.14, 0.93, 0.42], [-0.35, -1.05, 1.10]], "nbo_charge": [0.6033, -0.6024, 0.7689, -0.7394, -0.3766, -0.3363, -0.2750, 0.2155, 0.5137, 0.2282], "energy_ev": -13353.0172, "largest_force_ev_per_a": 6.46, "spin_multiplicity": 3, "s2": 2.003, "relative_energy_kcal_mol": 50.1, "gap_ha": [0.28342, 0.30612]}


{"formula": "C3H3F4NO3", "method": "ωB97M-V/def2-TZVPD", "species": ["C", "C", "C", "N", "O", "O", "O", "F", "F", "F", "F", "H", "H", "H"], "positions_angstrom": [[1.2540, -0.4136, 0.1428], [-0.0432, -0.2121, -0.5233], [-1.1884, -1.0592, 0.0206], [-0.8445, 1.7320, 0.0345], [-0.1671, 2.1681, 0.9341], [-1.7669, 1.9882, -0.6092], [2.2636, 0.5368, -0.1948], [-0.0723, 0.0178, -1.8292], [-1.0392, -2.4688, -0.1942], [-2.3878, -0.8849, -0.6180], [-1.3120, -0.8746, 1.3081], [1.6069, -1.2875, -0.1943], [1.2871, -0.4823, 1.2222], [2.4100, 1.2402, 0.5008]], "atomic_forces_ev_per_a": [[0.96, 3.72, 1.31], [-2.55, 2.91, 0.90], [-1.53, -2.62, -2.18], [4.16, -5.22, 1.05], [-1.41, 1.10, -0.64], [-1.59, 1.88, -0.57], [0.21, 1.18, 0.31], [0.26, -0.77, 0.17], [0.89, 1.97, 0.58], [1.28, 0.94, 0.78], [-0.14, 0.10, 0.51], [1.40, -3.65, -1.40], [-1.17, -0.18, 0.27], [-0.78, -1.37, -1.08]], "nbo_charge": [-0.1685, 0.3487, 0.9014, 0.5420, -0.3518, -0.2585, -0.7110, -0.2788, -0.3545, -0.3086, -0.2878, 0.2110, 0.2249, 0.4915], "energy_ev": -21656.8155, "largest_force_ev_per_a": 6.76, "spin_multiplicity": 1, "relative_energy_kcal_mol": 49.1, "gap_ha": [0.32416, 0.32443]}


{"formula": "C3H3FGaO2", "method": "ωB97M-V/def2-TZVPD", "species": ["F", "H", "H", "O", "O", "C", "C", "C", "H", "Ga"], "positions_angstrom": [[-4.2023, 1.0258, 0.7459], [-4.1878, 2.6680, -1.8853], [-3.4703, 0.6865, -0.1828], [-1.3346, 1.0805, -1.5776], [-2.1236, 3.0673, -2.0662], [-2.7304, 0.9606, -1.6465], [-3.1978, 2.2156, -2.0461], [-0.9888, 2.3595, -1.8458], [-3.0721, 0.0168, -2.0751], [0.6743, 3.0416, -1.9192]], "atomic_forces_ev_per_a": [[3.74, -1.53, -4.78], [0.28, -0.15, -0.86], [-3.89, 1.44, 5.22], [0.32, 2.29, -0.85], [1.48, -1.24, 0.02], [1.08, 1.42, -2.74], [0.56, -0.17, 2.34], [-7.91, -3.50, 0.77], [-0.22, -0.41, 0.98], [4.56, 1.85, -0.11]], "nbo_charge": [-0.4894, 0.3288, 0.4801, -0.2755, -0.2958, -0.0242, 0.2449, 0.1020, 0.3451, 1.5841], "energy_ev": -62321.2090, "largest_force_ev_per_a": 8.69, "spin_multiplicity": 2, "s2": 0.755, "charge": 2, "relative_energy_kcal_mol": 0.0, "gap_ha": [0.27203, 0.22122]}


{"formula": "C3H3FN2O", "method": "ωB97M-V/def2-TZVPD", "species": ["C", "C", "C", "H", "H", "H", "N", "N", "O", "F"], "positions_angstrom": [[0.1017, 0.1834, -0.1615], [-0.3519, -0.7975, -0.9939], [-0.6276, 0.2050, 0.9058], [1.7712, 0.4668, -0.7958], [1.3093, 1.6212, 0.8105], [0.0658, -1.3948, -1.9490], [1.0189, 1.1916, -0.3580], [-1.2802, -1.4304, -0.4039], [-1.4509, -0.9439, 0.9344], [-0.5564, 0.8987, 2.0114]], "atomic_forces_ev_per_a": [[1.23, 3.67, 0.13], [0.87, -3.11, -2.89], [-3.33, -3.86, 2.68], [-0.64, 3.31, 1.57], [-0.49, -1.94, -4.88], [-1.03, 2.25, 2.05], [4.47, -0.31, 1.67], [-2.15, -2.62, 1.97], [0.95, 2.40, -2.35], [0.11, 0.22, 0.05]], "nbo_charge": [-0.1135, -0.0442, 0.6087, 0.3695, 0.3801, 0.2470, -0.7635, -0.0989, -0.3065, -0.2786], "energy_ev": -10900.1614, "largest_force_ev_per_a": 5.76, "spin_multiplicity": 1, "relative_energy_kcal_mol": 109.0, "gap_ha": 0.34624}


{"formula": "C3H3FN2O", "method": "ωB97M-V/def2-TZVPD", "species": ["C", "C", "C", "N", "N", "O", "F", "H", "H", "H"], "positions_angstrom": [[-1.2570, -0.0890, -0.2088], [-0.8655, 1.1520, -0.1424], [-0.1639, -1.1145, 0.0771], [1.2298, 0.8422, 0.5792], [1.0325, -0.4644, 0.2283], [-0.2284, -2.3506, 0.1548], [-1.3352, 2.3935, -0.1183], [-2.1199, -0.4685, -0.5721], [1.9496, 1.2633, -0.0750], [1.7581, -1.1641, 0.0774]], "atomic_forces_ev_per_a": [[2.88, 0.29, 0.85], [2.73, 1.52, 1.07], [0.38, -0.41, 0.46], [-2.65, 0.98, -1.41], [0.36, -1.97, -0.15], [-0.60, 2.23, -0.52], [0.44, -2.01, -0.10], [-2.90, -0.88, -0.83], [-1.11, -0.55, 0.34], [0.48, 0.80, 0.29]], "nbo_charge": [-0.4765, 0.6166, 0.6319, -0.4287, -0.4663, -0.6027, -0.2778, 0.2570, 0.3387, 0.4079], "energy_ev": -10899.7902, "largest_force_ev_per_a": 3.30, "spin_multiplicity": 1, "relative_energy_kcal_mol": 117.6, "gap_ha": [0.29601, 0.29909]}


{"formula": "C3H3FN2OS", "method": "ωB97M-V/def2-TZVPD", "species": ["O", "N", "N", "C", "F", "C", "C", "S", "H", "H", "H"], "positions_angstrom": [[-0.9710, 1.9202, -0.1154], [-0.1793, 0.8736, 0.3019], [1.1571, 0.9757, -0.0708], [1.6075, -0.3204, -0.0424], [2.9052, -0.5119, -0.0921], [0.5963, -1.2081, 0.0532], [-0.6121, -0.4208, 0.1405], [-2.2089, -0.8046, -0.0430], [-1.7400, 1.4420, -0.5250], [1.6837, 1.6932, 0.4652], [0.6240, -2.2652, -0.0266]], "atomic_forces_ev_per_a": [[-0.13, -0.36, -0.17], [-0.25, 0.23, 0.01], [0.79, 0.75, 0.53], [-0.43, -0.05, 0.00], [-0.01, 0.03, -0.03], [-0.12, 0.56, -0.01], [0.29, -0.18, 0.03], [0.10, 0.09, -0.04], [0.14, 0.19, 0.17], [-0.48, -0.73, -0.50], [0.10, -0.53, 0.01]], "nbo_charge": [-0.5266, 0.0325, -0.4187, 0.6003, -0.2748, -0.4101, 0.0248, -0.1834, 0.4887, 0.4108, 0.2565], "energy_ev": -21737.2321, "smiles": "On1[nH]c(F)cc1=S", "largest_force_ev_per_a": 1.21, "spin_multiplicity": 1, "relative_energy_kcal_mol": 57.7, "gap_ha": 0.32848}


{"formula": "C3H3FO", "method": "ωB97M-V/def2-TZVPD", "species": ["C", "C", "C", "O", "H", "H", "F", "H"], "positions_angstrom": [[0.2637, 0.5044, -0.0558], [-1.0194, 0.2599, 0.2079], [-2.1359, 0.8594, 0.1236], [-3.3080, 0.7041, -0.0167], [0.9344, -0.3902, -0.0815], [0.6793, 1.4776, -0.4039], [-1.1909, -2.1652, -0.2398], [-1.5495, -1.3517, 0.1120]], "atomic_forces_ev_per_a": [[0.41, -0.85, -0.60], [5.15, 0.77, 0.43], [-6.82, -1.31, -0.84], [1.93, 2.08, 0.43], [-0.39, 1.02, 0.14], [-0.43, -0.77, 0.56], [-0.34, -0.47, 0.06], [0.49, -0.47, -0.19]], "nbo_charge": [-0.2039, -0.4152, 0.6415, -0.4211, 0.2245, 0.2121, -0.5846, 0.5466], "energy_ev": -7921.3889, "smiles": "C=C=C=O.F", "largest_force_ev_per_a": 7.00, "spin_multiplicity": 1, "relative_energy_kcal_mol": 43.9, "gap_ha": 0.32405}


{"formula": "C3H3FO", "method": "ωB97M-V/def2-TZVPD", "species": ["C", "C", "F", "C", "O", "H", "H", "H"], "positions_angstrom": [[-0.6756, 1.1150, 0.0332], [-0.4716, -0.2043, -0.1303], [-1.3599, -1.1854, -0.0946], [0.9181, -0.7467, 0.0768], [1.9925, -0.2186, -0.1558], [-1.6432, 1.4300, -0.1372], [0.3341, 1.6836, 0.0461], [0.9056, -1.8736, 0.3619]], "atomic_forces_ev_per_a": [[3.30, -1.89, -1.11], [2.11, 1.53, 1.76], [-0.76, -0.01, -0.43], [1.34, -1.95, -0.87], [-1.86, -0.02, 0.53], [-1.74, 1.50, 0.18], [-2.30, -0.58, 0.01], [-0.09, 1.42, -0.08]], "nbo_charge": [-0.4215, 0.2805, -0.3085, 0.3598, -0.5013, 0.2180, 0.2544, 0.1186], "energy_ev": -7922.7449, "smiles": "C=C(F)C=O", "largest_force_ev_per_a": 3.96, "spin_multiplicity": 1, "relative_energy_kcal_mol": 12.7, "gap_ha": 0.37738}


{"formula": "C3H3FO2", "method": "ωB97M-V/def2-TZVPD", "species": ["O", "C", "F", "C", "C", "O", "H", "H", "H"], "positions_angstrom": [[2.1231, -1.6652, -1.8060], [1.9213, -1.0218, -0.8510], [2.8079, -0.1718, -0.3663], [0.5414, -0.9193, -0.1988], [0.2409, 0.4008, 0.3779], [0.3415, -0.7903, 1.1845], [-0.2910, -1.3760, -0.8506], [1.1626, 1.0007, 0.4483], [-0.7917, 0.9226, 0.1338]], "atomic_forces_ev_per_a": [[0.61, -0.73, -1.00], [-2.10, -0.21, 0.69], [0.80, 0.30, 0.54], [-1.02, 0.12, -1.83], [-0.82, 0.85, -0.54], [-0.18, 0.51, -0.43], [1.54, 0.24, 1.33], [-1.04, 0.25, 0.26], [2.20, -1.33, 0.98]], "nbo_charge": [-0.5099, 0.8417, -0.3213, -0.0823, -0.1107, -0.4443, 0.2148, 0.2063, 0.2056], "energy_ev": -9970.3074, "smiles": "O=C(F)[C@@H]1CO1", "largest_force_ev_per_a": 2.75, "spin_multiplicity": 1, "relative_energy_kcal_mol": 28.9, "gap_ha": 0.44307}


{"formula": "C3H3FO2", "method": "ωB97M-V/def2-TZVPD", "species": ["C", "C", "C", "O", "O", "F", "H", "H", "H"], "positions_angstrom": [[-1.6787, -1.0531, 0.0362], [-2.3756, -0.0757, -0.0452], [1.7753, 0.8983, -0.0045], [1.1818, -1.2834, 0.0904], [1.7053, -0.2673, -0.4895], [-3.3312, 0.8171, -0.1238], [-0.9087, -1.7053, 0.2813], [2.4116, 1.5922, -0.6127], [1.2202, 1.0774, 0.8679]], "atomic_forces_ev_per_a": [[-1.03, 1.79, 0.02], [-1.07, -0.08, 0.02], [1.13, 5.74, 2.13], [-0.72, -0.96, 2.23], [1.27, -4.71, -6.29], [1.26, -0.85, -0.04], [0.60, -0.87, 0.01], [-0.83, -0.82, 1.02], [-0.60, 0.75, 0.91]], "nbo_charge": [-0.3845, 0.4071, -0.0779, -0.0704, -0.2082, -0.2664, 0.2429, 0.1901, 0.1672], "energy_ev": -9961.7120, "largest_force_ev_per_a": 7.96, "spin_multiplicity": 3, "s2": 2.007, "relative_energy_kcal_mol": 134.6, "gap_ha": [0.30926, 0.30831]}


{"formula": "C3H3FO2Tb", "method": "ωB97M-V/def2-TZVPD", "species": ["H", "H", "O", "O", "C", "C", "C", "H", "F", "Tb"], "positions_angstrom": [[0.6681, 1.2096, -1.2696], [2.4738, 1.0376, -0.9515], [1.8596, 1.7286, 0.9085], [0.0263, 0.5587, 1.1688], [1.6562, 1.6207, -0.5176], [-0.0387, 0.2635, -0.1855], [1.0592, 1.1698, 1.7640], [1.6584, 2.6491, -0.8893], [1.0998, -0.2477, -0.7518], [-1.0804, -2.4248, -0.4146]], "atomic_forces_ev_per_a": [[1.47, 3.18, 2.72], [0.24, 0.91, 0.49], [-0.73, -1.08, 2.63], [0.72, -0.15, 3.05], [0.75, 4.62, -4.40], [-3.15, -2.41, -0.71], [-0.22, 0.59, -5.54], [0.51, 0.16, 0.64], [0.13, -7.07, 1.15], [0.28, 1.24, -0.03]], "lowdin_spin": [0.0125, 0.0154, 0.1326, 0.1712, 0.1539, 0.6305, 0.7012, 0.0048, 0.1166, 5.0614], "energy_ev": -32374.0155, "largest_force_ev_per_a": 7.16, "spin_multiplicity": 8, "s2": 16.401, "charge": 2, "relative_energy_kcal_mol": 203.7, "gap_ha": [0.24131, 0.23722]}